{"formula": "C9H22F2N3", "method": "the ωB97M-V functional and the def2-TZVPD basis", "species": ["C", "C", "C", "C", "C", "C", "C", "C", "C", "N", "N", "N", "F", "F", "H", "H", "H", "H", "H", "H", "H", "H", "H", "H", "H", "H", "H", "H", "H", "H", "H", "H", "H", "H", "H", "H"], "xyz": [[3.168, 0.540, -0.545], [0.175, 1.897, 1.548], [-0.962, -2.277, 0.603], [2.363, 1.379, 0.521], [0.226, 1.745, -0.944], [-0.631, -1.828, -0.874], [-0.289, 0.571, -1.743], [0.222, -2.926, 1.250], [-2.452, -0.115, -0.924], [-2.948, 0.042, 0.725], [0.872, 1.243, 0.414], [-1.112, -0.348, -0.926], [1.232, -1.930, 1.300], [-2.841, 1.521, 0.994], [2.716, 0.452, -1.504], [4.167, 0.950, -0.739], [3.320, -0.494, -0.176], [0.258, 1.364, 2.480], [0.573, 2.952, 1.545], [-0.844, 1.813, 1.392], [-1.859, -2.962, 0.550], [-1.291, -1.372, 1.161], [2.740, 1.092, 1.465], [2.568, 2.418, 0.168], [0.909, 2.344, -1.532], [-0.586, 2.297, -0.656], [-1.152, -2.386, -1.668], [0.442, -1.887, -0.962], [0.415, -0.151, -2.203], [-0.829, 1.054, -2.550], [0.609, -3.916, 0.914], [-0.041, -3.010, 2.315], [-3.015, -1.111, -1.195], [-2.596, 0.924, -1.348], [-3.968, -0.153, 0.742], [0.443, 0.264, 0.403]], "forces_ev_per_angstrom": [[0.1, -0.9, 1.5], [1.9, 1.5, 0.1], [-1.2, -0.7, -1.8], [0.7, 0.2, -3.9], [2.7, -2.1, 0.6], [-1.8, 1.9, 1.5], [0.1, -1.7, -0.1], [-0.4, 0.1, 2.1], [-2.4, -0.4, 3.1], [0.6, 1.0, -2.3], [-1.5, -1.3, -1.0], [3.3, -1.0, -0.9], [0.4, -0.3, -0.6], [-0.6, -1.9, -0.6], [-0.7, 0.2, -0.8], [-0.3, 0.2, 0.4], [-0.1, 0.5, -0.2], [1.1, -0.1, 0.3], [-0.8, -1.1, 0.5], [-2.0, 0.5, -0.7], [1.0, 0.5, 0.4], [0.4, -0.9, -0.2], [-0.1, 0.2, 1.2], [-0.2, -0.4, 1.2], [0.4, 0.1, 0.2], [-2.0, 1.6, 0.8], [0.3, 0.0, 0.3], [0.3, 0.3, -0.5], [0.4, 1.2, 0.1], [-0.4, -0.2, -0.4], [-0.1, 1.1, -0.3], [0.1, -0.6, -0.3], [0.3, 2.3, 0.0], [-1.0, -1.6, 0.1], [0.5, 0.8, 0.0], [1.3, 0.8, 0.2]], "mulliken_charge": [-1.101, -0.974, -0.275, -0.429, -0.648, -0.953, -0.853, -0.624, -0.753, -0.287, 0.548, 0.197, -0.271, -0.299, 0.294, 0.393, 0.285, 0.339, 0.375, 0.434, 0.365, 0.328, 0.399, 0.403, 0.416, 0.437, 0.476, 0.475, 0.404, 0.412, 0.336, 0.318, 0.331, 0.410, 0.298, -0.206], "homo_energy_ha": -0.4648, "spin_multiplicity": 1, "e_tot_ev": -19584.50450, "total_charge": 1, "e_above_lowest_kcal_mol": 0.0}



{"formula": "CH11NO4", "method": "the ωB97M-V functional and the def2-TZVPD basis", "species": ["N", "C", "O", "H", "H", "H", "H", "H", "H", "H", "O", "H", "H", "O", "H", "H", "O"], "xyz": [[-0.910, 2.532, -0.719], [-0.252, 1.318, -0.293], [-1.061, 0.483, 0.553], [-1.653, 2.263, -1.353], [-1.323, 2.881, 0.142], [0.094, 0.658, -1.084], [0.673, 1.542, 0.246], [-1.625, -0.028, -0.017], [-2.202, -2.929, -0.520], [-1.077, -1.931, -0.592], [-1.974, -2.045, -0.300], [1.127, -0.460, 3.176], [0.223, -0.452, 1.999], [0.900, -1.020, 2.416], [3.785, -1.032, -1.032], [2.308, -0.584, -1.155], [2.965, -1.196, -1.466]], "forces_ev_per_angstrom": [[0.4, -0.9, 0.2], [0.4, -0.6, 0.4], [0.8, 0.7, 0.4], [-0.2, 0.3, 0.0], [-0.2, 0.3, -0.3], [-0.2, 0.4, -0.8], [-0.4, 0.2, 0.4], [-0.6, -0.5, -0.1], [-0.4, -1.2, -0.3], [0.7, -0.2, -0.1], [-0.3, 1.2, 0.3], [0.2, -0.5, -0.1], [0.0, -0.6, -0.2], [-0.3, 1.1, 0.2], [0.7, 0.4, 0.7], [-0.1, 0.5, 0.4], [-0.6, -0.9, -1.1]], "mulliken_charge": [-0.574, -0.289, -0.491, 0.260, 0.309, 0.234, 0.296, 0.281, 0.301, 0.300, -0.639, 0.312, 0.344, -0.639, 0.311, 0.312, -0.627], "homo_energy_ha": -0.3760, "spin_multiplicity": 1, "e_tot_ev": -10895.15048, "e_above_lowest_kcal_mol": 20.2}



{"formula": "C3H3NO3", "method": "the ωB97M-V functional and the def2-TZVPD basis", "species": ["C", "C", "C", "N", "O", "O", "O", "H", "H", "H"], "xyz": [[-0.883, -1.179, -3.649], [1.620, -1.190, -1.528], [0.022, -0.255, 0.117], [1.041, -0.946, -0.533], [-1.116, -2.264, -3.935], [2.306, -1.568, -2.378], [-0.623, -0.111, -3.318], [0.496, 0.330, 1.003], [-0.356, 0.611, -0.642], [-0.885, -0.868, 0.359]], "forces_ev_per_angstrom": [[0.2, 0.1, 0.2], [-1.7, 3.2, -4.9], [0.0, 2.0, 0.5], [-2.5, -0.2, 7.8], [-0.4, -1.4, -0.5], [3.9, -3.0, -2.5], [0.0, 1.4, 0.1], [-1.2, -1.2, -1.3], [0.6, -1.3, 0.7], [1.0, 0.5, -0.1]], "mulliken_charge": [0.523, -0.424, -0.564, 0.294, -0.326, -0.112, -0.193, 0.304, 0.255, 0.242], "homo_energy_ha": [-0.1642, -0.4121], "spin_multiplicity": 3, "e_tot_ev": -10786.22173, "e_above_lowest_kcal_mol": 2.3}